1.
Below is H14O7 as an isolated structure in a non-equilibrium geometry, with properties calculated with ωB97M-V with the def2-TZVPD basis set.

Kohn-Sham gap = 8.957 eV

```
21
Properties=species:S:1:pos:R:3:mulliken_charge:R:1
O -3.97 8.73 18.15 -0.65
H -4.80 8.88 18.60 0.31
H -3.57 9.59 18.07 0.36
O -7.04 7.22 16.58 -0.67
H -7.75 6.98 17.17 0.49
H -7.47 7.70 15.87 0.32
O -7.57 9.59 18.75 -0.71
H -8.07 9.29 18.00 0.21
H -6.92 8.90 18.90 0.56
O -3.83 8.77 16.04 -0.74
H -3.97 8.35 16.90 0.49
H -3.51 8.06 15.49 0.26
O -6.17 7.96 18.35 -1.06
H -6.71 7.66 17.63 0.20
H -5.27 7.92 18.02 0.46
O -5.17 6.89 15.89 -0.71
H -5.99 7.39 15.85 0.45
H -5.32 6.25 16.58 0.25
O -6.26 7.21 20.32 -0.73
H -6.77 6.40 20.25 0.22
H -6.16 7.51 19.41 0.66
```


2.
Below is a 7-piece molecular cluster, H15NO6 overall in a non-equilibrium geometry, with properties calculated with ωB97M-V with the def2-TZVPD basis set.

SMILES = N.O.O.O.O.O.O
Kohn-Sham gap = 11.056 eV

```
22
Properties=species:S:1:pos:R:3:mulliken_charge:R:1
N 2.85 -3.27 0.06 -0.69
H 2.66 -2.29 0.21 0.25
H 3.70 -3.42 0.61 0.24
H 3.18 -3.35 -0.91 0.24
H -0.89 -2.56 0.47 0.27
H 0.42 -2.91 1.30 0.31
O -0.11 -2.22 0.87 -0.65
H 0.25 1.34 1.30 0.40
H 0.55 2.67 1.96 0.29
O -0.18 2.19 1.54 -0.66
H -2.43 1.36 -0.71 0.31
H -1.25 2.03 -0.37 0.33
O -1.53 1.40 -1.06 -0.68
H -0.62 0.32 -3.90 0.31
H -0.65 0.30 -2.43 0.37
O -0.26 -0.22 -3.17 -0.63
H -2.30 2.87 1.35 0.31
H -3.34 3.78 0.88 0.31
O -3.09 2.85 0.81 -0.63
H 0.97 -0.08 -0.33 0.33
H 0.78 -0.77 0.95 0.45
O 1.31 -0.05 0.57 -0.79
```


Calculated E_LUMO (eV), listed in the same order as above: -0.7, 0.6
Calculated energy relative to the best compared isomer or geometry (same formula, charge and spin) (kcal/mol), listed in the same order as above: 253.0, 15.6
Calculated E_tot (Eh), listed in the same order as above: -534.7207, -515.1946